304
Properties=species:S:1:pos:R:3:forces:R:3:lowdin_charge:R:1 method="wB97M-V/def2-TZVPD" gap_ev=8.9 e_tot_ev=-134323.7179 e_lumo_ev=0.4855 de_lowest_kcal_mol=49.4 smiles=CC1(C)CCCC(C)(C)N1O.CC1(C)CCCC(C)(C)N1O.CC1(C)CCCC(C)(C)N1O.CC1(C)CCCC(C)(C)N1O.CC1(C)CCCC(C)(C)N1O.CC1(C)CCCC(C)(C)N1O.CC1(C)CCCC(C)(C)N1O.CC1(C)CCCC(C)(C)N1O.CC1(C)CCCC(C)(C)N1O.COC[C@H](C)N.COC[C@H](C)N multiplicity=1
C 21.07843 22.54165 20.55734 -0.18 1.19 -0.39 -0.011
C 20.32134 23.38381 19.46846 0.54 -0.26 -0.68 -0.464
C 21.26401 23.68736 18.28859 2.05 -0.11 0.89 -0.041
C 19.06354 22.59822 18.98812 -0.47 1.34 0.84 -0.092
C 17.89942 22.79908 20.00196 -0.87 -2.14 -1.56 -0.203
C 17.54727 24.21092 20.13623 1.03 1.70 -0.40 -0.172
C 18.74248 24.93012 20.77545 0.66 0.58 1.11 -0.458
C 18.56022 26.46693 20.76570 -0.57 -1.44 1.19 -0.024
C 18.94115 24.45194 22.27237 0.01 -0.67 -1.47 -0.007
N 19.95823 24.73276 19.93773 -1.25 -0.54 -0.22 -0.100
O 21.07544 25.19390 20.63987 0.85 0.81 0.72 -0.063
H 21.71465 21.78930 20.09028 -0.19 -0.12 0.09 0.081
H 21.68418 23.18569 21.20952 0.04 -0.20 -0.50 0.086
H 20.33831 22.13248 21.21308 -0.35 -0.80 0.32 0.039
H 20.85871 24.18811 17.44017 -0.96 0.41 -0.45 0.068
H 22.07731 24.36195 18.66291 -0.68 -0.47 -0.20 0.094
H 21.82693 22.83626 17.89398 -0.32 -0.35 0.20 0.067
H 18.71060 22.96180 17.99761 0.32 -0.20 0.49 0.122
H 19.36552 21.56908 18.91498 -0.04 -0.57 -0.21 0.092
H 16.94602 22.28504 19.66059 1.24 0.00 0.26 0.119
H 18.13205 22.44612 20.99504 0.12 -0.67 0.04 0.074
H 16.68096 24.27970 20.79060 -0.20 0.52 -0.14 0.127
H 17.39460 24.64730 19.12472 -0.42 -0.04 0.61 0.138
H 17.57124 26.61525 21.15794 -0.62 0.50 0.24 0.073
H 18.59376 26.84105 19.77098 0.24 0.41 -0.79 0.077
H 19.24919 26.94346 21.45810 0.19 0.20 -0.20 0.080
H 18.20412 24.80893 22.94564 -1.02 0.63 0.39 0.071
H 19.87889 24.78478 22.64062 0.93 0.39 0.23 0.064
H 18.93341 23.36423 22.38542 0.05 0.15 -0.14 0.062
H 21.17811 26.14179 20.47120 -0.28 -0.30 -0.33 0.115
C 11.85987 16.58801 12.69260 -0.71 0.76 -1.35 0.001
C 12.41588 16.84757 11.22090 0.20 0.38 1.09 -0.504
C 12.56511 15.53719 10.54251 -0.76 -2.01 0.95 -0.059
C 11.59865 17.70460 10.23945 -2.14 -0.43 1.87 -0.122
C 11.48448 19.17016 10.65689 -0.73 0.29 0.11 -0.180
C 12.88913 19.67366 10.55443 1.00 -0.21 0.11 -0.148
C 13.84439 18.93285 11.54719 0.05 -0.10 -0.98 -0.456
C 15.26186 19.36968 11.13190 -1.58 -0.28 -0.68 -0.032
C 13.55337 19.21708 13.03744 -0.38 -0.26 -0.80 -0.011
N 13.73425 17.47201 11.20136 1.09 0.32 1.02 -0.038
O 14.58107 16.73040 12.14825 -0.85 1.03 -0.47 -0.071
H 11.18683 15.72731 12.66433 -0.12 0.16 -0.07 0.082
H 12.54761 16.40608 13.51704 0.60 0.07 -0.71 0.055
H 11.29669 17.47356 12.96839 -0.42 0.04 0.29 0.061
H 11.60635 14.99885 10.40854 0.19 0.46 0.19 0.104
H 12.94698 15.69980 9.57555 0.90 -0.11 -1.22 0.070
H 13.17682 14.86267 11.15578 0.16 0.10 -0.43 0.084
H 12.05167 17.59667 9.27588 0.45 0.25 -0.59 0.110
H 10.62989 17.18551 10.14467 0.01 0.40 0.10 0.129
H 10.77423 19.74094 10.05198 0.27 -0.16 -0.55 0.112
H 11.04966 19.39040 11.65824 0.44 -0.81 -0.27 0.088
H 13.02889 20.74176 10.65297 -0.18 0.41 0.42 0.115
H 13.26857 19.45737 9.53917 -0.13 -0.03 0.31 0.122
H 15.28527 20.43685 11.31505 0.49 0.26 -0.04 0.081
H 15.38501 19.14962 10.03711 0.18 0.18 1.09 0.106
H 15.94149 18.83332 11.74843 0.98 -0.29 0.27 0.050
H 13.95538 20.12882 13.44888 0.40 0.60 -0.36 0.077
H 13.98386 18.41940 13.62868 -0.26 -0.24 0.17 0.055
H 12.47254 19.28977 13.16564 0.08 -0.26 0.29 0.048
H 15.01490 16.13694 11.53161 0.57 -0.42 -0.17 0.028
C 22.14525 16.60054 21.46967 -0.68 -1.57 -0.22 -0.003
C 20.58829 16.29928 21.56622 0.95 1.97 2.76 -0.512
C 20.21267 15.34645 20.52408 -0.95 -1.30 -0.40 -0.068
C 20.12307 15.72982 22.96545 1.39 -0.62 -1.05 -0.136
C 20.19429 16.69899 24.11331 -1.49 1.05 -0.39 -0.149
C 19.19767 17.85699 23.73510 0.70 -0.01 1.58 -0.115
C 19.66978 18.57917 22.47930 1.01 -1.40 -0.19 -0.514
C 18.59975 19.51676 22.04710 -0.81 0.64 -0.91 -0.042
C 20.99534 19.36237 22.58589 1.23 0.11 0.21 -0.019
N 19.71630 17.46704 21.47321 -0.46 1.20 -1.68 -0.074
O 19.81046 18.02818 20.14112 -0.15 -0.25 0.41 -0.048
H 22.59863 16.96992 22.38079 -0.06 0.06 0.17 0.054
H 22.56383 15.58044 21.25828 0.11 1.02 0.13 0.095
H 22.42727 17.26919 20.63852 -0.30 -0.31 0.24 0.082
H 20.53643 15.63127 19.55001 0.31 0.36 -0.80 0.077
H 20.62794 14.34940 20.73578 -0.23 0.18 0.05 0.100
H 19.12038 15.34502 20.52821 -0.04 -0.48 -0.25 0.089
H 19.13034 15.31215 22.82297 -0.30 0.16 0.02 0.107
H 20.76088 14.88429 23.17562 0.35 -0.49 0.10 0.114
H 19.85123 16.18882 25.02810 0.41 0.34 -0.16 0.119
H 21.20627 17.08665 24.18886 0.10 -0.04 0.46 0.095
H 19.02121 18.62822 24.54225 0.35 -0.90 -0.58 0.139
H 18.24110 17.34372 23.54266 0.21 0.55 -0.11 0.092
H 18.90052 20.10198 21.14852 -0.38 -0.27 0.72 0.084
H 18.29406 20.15755 22.86884 0.31 0.41 0.09 0.094
H 17.70390 18.93659 21.82739 -0.06 -0.05 -0.36 0.076
H 21.37766 19.66324 21.60672 -0.42 0.01 -0.27 0.065
H 21.90604 18.89784 23.01356 -0.89 -0.37 0.12 0.075
H 20.92372 20.30894 23.12254 -0.50 0.00 0.11 0.087
H 20.66971 18.46349 20.05915 0.20 0.03 0.07 0.075
C 18.88696 14.29128 15.54644 0.69 -0.02 0.40 -0.029
C 18.18660 13.40494 16.57992 -0.73 0.72 2.07 -0.468
C 17.79942 14.38070 17.79825 0.53 -0.44 -0.68 0.004
C 16.96756 12.66563 16.03915 0.07 -1.43 -0.99 -0.131
C 16.35214 11.62984 17.04023 0.20 1.42 -0.58 -0.171
C 17.42624 10.59246 17.33487 1.06 1.43 1.70 -0.114
C 18.75981 11.29109 17.96995 -2.37 -0.75 -0.43 -0.470
C 18.46085 11.58754 19.50940 -0.26 -0.32 -0.25 -0.023
C 19.89623 10.28267 17.86039 0.63 1.22 0.91 -0.052
N 19.12545 12.37166 17.03767 0.03 -0.01 0.51 -0.114
O 20.26622 12.97890 17.56241 1.30 0.43 0.09 -0.043
H 18.22218 15.09125 15.21058 -0.02 -0.22 -0.11 0.062
H 19.77416 14.77385 16.00953 -0.61 -0.24 -0.15 0.089
H 19.29931 13.70797 14.71617 -0.37 0.01 -0.08 0.086
H 18.72677 14.87838 18.12072 -0.23 -0.35 0.22 0.064
H 17.20218 15.20724 17.44461 -0.50 0.07 -0.28 0.050
H 17.27756 13.91856 18.65550 0.43 0.05 -0.49 0.059
H 16.22800 13.35279 15.65946 -0.35 0.50 0.14 0.105
H 17.28268 12.08887 15.12872 -0.01 0.39 0.57 0.122
H 16.07991 12.28698 17.89315 -0.11 -0.96 0.03 0.089
H 15.43011 11.16673 16.62221 0.58 0.37 0.26 0.116
H 17.78323 10.20146 16.39642 -0.10 -0.63 -0.31 0.105
H 17.07663 9.81906 18.04540 0.29 0.17 -0.53 0.120
H 18.50340 10.58071 19.96569 -0.08 0.43 -0.04 0.082
H 17.43115 11.95820 19.66690 0.47 -0.09 -0.14 0.052
H 19.13226 12.21796 20.14486 -0.17 -0.29 -0.99 0.076
H 20.63686 10.65170 18.59091 0.32 -0.25 -0.63 0.081
H 20.28499 10.36668 16.82887 -0.06 -0.69 0.65 0.102
H 19.62431 9.31155 18.25828 -0.23 -0.36 -0.54 0.079
H 20.10126 13.32091 18.46118 -0.39 -0.14 -0.26 0.071
C 14.75548 14.98685 24.85330 0.32 -0.25 0.47 -0.045
C 14.53939 15.57016 23.45771 0.72 -0.61 -0.82 -0.486
C 13.43386 16.64251 23.46624 0.60 -0.10 0.79 -0.017
C 15.89187 16.17027 22.94477 -2.03 0.54 1.70 -0.145
C 15.83255 16.42381 21.47900 2.04 1.21 -0.64 -0.197
C 15.60882 15.14725 20.76346 0.41 -0.55 -0.17 -0.170
C 14.31673 14.50175 21.07547 -1.34 -0.53 0.84 -0.472
C 13.07432 15.17850 20.45646 0.96 0.56 -0.48 -0.030
C 14.22271 13.03092 20.62229 0.01 -0.31 -0.31 -0.024
N 14.23277 14.39511 22.58832 1.01 0.29 -0.79 -0.080
O 12.97155 13.87708 22.93266 -0.83 1.46 0.59 -0.037
H 13.79975 14.68266 25.23141 -0.62 -0.17 0.40 0.065
H 15.38483 14.06386 24.88369 -0.26 0.85 -0.42 0.100
H 15.16987 15.71219 25.57216 -0.07 -0.06 -0.39 0.089
H 12.48799 16.18930 23.67540 -0.70 -0.44 -0.11 0.072
H 13.60366 17.29096 24.33024 0.16 0.23 -0.18 0.088
H 13.35381 17.24259 22.56720 0.16 0.00 -0.13 0.069
H 15.96497 17.09561 23.53757 0.23 0.00 -0.31 0.120
H 16.71109 15.54809 23.29201 0.19 -0.34 -0.42 0.109
H 15.10329 17.18559 21.16769 0.25 -0.02 0.33 0.110
H 16.87404 16.76100 21.19218 -1.06 0.16 -0.03 0.121
H 16.38282 14.48313 21.11796 0.51 -0.53 -0.13 0.122
H 15.71353 15.26319 19.70404 0.08 0.01 -0.74 0.100
H 13.08039 15.01950 19.35630 -0.44 -0.30 0.73 0.094
H 13.00169 16.26379 20.56055 0.30 0.02 0.35 0.077
H 12.26866 14.73730 21.02086 -0.76 -0.13 -0.42 0.067
H 13.99303 12.87946 19.56030 0.24 0.44 0.01 0.076
H 13.32895 12.65788 21.12174 0.18 -0.49 -0.20 0.062
H 15.08904 12.38439 20.84767 -0.24 0.50 0.25 0.092
H 13.07965 12.95214 22.83115 0.17 -1.37 0.26 0.073
C 12.48573 23.82272 14.43776 0.05 -0.65 -0.49 -0.026
C 10.96713 23.78484 14.55547 -0.28 0.02 -1.31 -0.516
C 10.42333 25.18088 14.83696 0.11 -0.17 1.14 -0.040
C 10.32331 23.38522 13.18764 1.05 -0.51 0.33 -0.123
C 10.50707 21.88920 12.88263 1.06 0.57 -1.66 -0.204
C 9.91873 21.04705 13.98129 0.95 -0.71 -0.27 -0.127
C 10.58298 21.37942 15.35007 -1.12 0.82 1.62 -0.424
C 9.71799 20.77622 16.50542 1.79 0.84 0.81 -0.028
C 12.03988 20.94987 15.62698 0.91 -0.10 -0.12 -0.026
N 10.44189 22.86517 15.57632 -0.20 0.36 -0.66 -0.078
O 11.11304 23.30271 16.77351 -0.74 -1.26 1.05 -0.058
H 12.92061 22.98094 13.89907 -0.22 -0.01 -0.32 0.070
H 12.83937 24.70703 13.94533 0.00 0.65 -0.26 0.089
H 12.93168 23.77140 15.39748 0.44 0.30 1.06 0.049
H 10.61910 25.84331 14.00993 -0.51 0.08 -0.61 0.082
H 9.39106 25.02266 15.13934 -0.38 0.46 -0.57 0.090
H 10.85718 25.71150 15.67875 0.49 -0.34 0.36 0.071
H 9.25798 23.58126 13.24417 -0.24 0.25 -0.11 0.114
H 10.79783 24.00444 12.39161 -0.46 -0.33 0.52 0.133
H 10.10088 21.72220 11.83629 0.11 -0.24 1.29 0.127
H 11.59367 21.64423 12.78091 -0.58 0.28 0.09 0.101
H 10.10168 19.98003 13.79151 0.19 0.06 0.05 0.105
H 8.83935 21.11764 13.88198 -0.29 0.38 0.98 0.123
H 10.36266 20.83250 17.40713 -0.35 -0.04 -0.21 0.072
H 9.58030 19.72781 16.40279 -0.57 -0.93 -0.39 0.057
H 8.83420 21.34081 16.78191 -0.42 -0.11 -0.64 0.088
H 12.77568 21.62727 15.20131 -0.29 0.22 0.14 0.035
H 12.37700 20.02756 15.18259 -0.57 -0.79 -0.09 0.049
H 12.29572 20.87598 16.70997 -0.51 0.18 -0.75 0.092
H 10.56064 22.89217 17.48396 0.59 0.68 -0.75 0.109
C 20.38471 20.43303 16.48669 1.88 -0.20 0.62 -0.036
C 21.08126 20.06799 15.13366 -0.57 -0.28 -0.10 -0.470
C 22.50889 20.71286 15.05245 -1.11 -0.10 -1.32 -0.017
C 21.13801 18.54640 14.80495 -0.46 0.55 2.96 -0.110
C 19.71053 17.96836 14.79653 0.73 0.77 1.96 -0.179
C 18.93487 18.62339 13.70281 -1.01 0.14 0.22 -0.161
C 18.84705 20.13620 13.86500 0.20 0.62 -0.26 -0.469
C 18.37607 20.68854 12.53155 -0.03 -0.53 -0.61 -0.039
C 17.82594 20.62011 14.94913 -0.06 -1.05 0.47 -0.017
N 20.27876 20.58332 14.01811 -0.63 0.89 -0.02 -0.086
O 20.29622 21.98916 14.06062 0.33 0.61 -1.21 -0.038
H 20.30162 21.50558 16.55028 -0.20 0.58 -0.13 0.038
H 19.41598 20.02952 16.75880 0.10 -0.39 -0.29 0.047
H 21.10252 20.26411 17.31700 -0.34 -0.36 -0.27 0.093
H 23.22886 20.36396 15.76119 0.19 -0.63 0.61 0.069
H 22.88165 20.52613 14.03400 0.01 -0.13 0.29 0.091
H 22.48989 21.79304 15.12181 -0.30 0.22 0.23 0.068
H 21.62888 18.40634 13.86499 0.56 -0.18 -0.43 0.110
H 21.68139 18.14118 15.69836 -0.02 -0.27 -1.08 0.132
H 19.74140 16.90888 14.64417 0.03 -0.74 0.01 0.077
H 19.29718 18.15784 15.86225 0.24 -0.40 -1.84 0.119
H 17.90119 18.23331 13.71097 0.28 0.03 -0.41 0.116
H 19.44509 18.42296 12.74214 -0.43 -0.05 0.28 0.125
H 18.33977 21.75853 12.46420 0.38 0.56 0.10 0.082
H 17.38052 20.35927 12.27812 -0.47 -0.26 0.40 0.041
H 18.97277 20.24911 11.73929 0.48 0.37 -0.24 0.087
H 18.19860 21.47868 15.53048 -0.27 -0.36 -0.24 0.063
H 17.59521 19.77423 15.64121 0.31 0.78 -0.13 0.062
H 16.84347 20.89454 14.52275 0.58 0.02 -0.16 0.079
H 20.01375 22.31327 14.91540 -0.34 -0.11 0.64 0.063
C 11.22393 17.02035 17.10304 0.72 0.54 -0.72 -0.030
C 10.59521 15.68422 16.74836 0.70 0.22 0.79 -0.542
C 9.19810 15.98101 16.29873 -1.13 1.60 0.52 -0.023
C 11.42683 15.01966 15.70366 -0.06 0.26 0.13 -0.160
C 11.12134 13.56340 15.51531 0.03 -1.13 -0.50 -0.170
C 11.30459 12.83221 16.84020 -1.16 -1.39 0.70 -0.123
C 10.34501 13.42892 17.92754 -0.39 0.40 -1.11 -0.478
C 8.82929 13.17982 17.58349 0.74 -1.51 -0.67 -0.026
C 10.58834 12.83422 19.31057 0.51 0.24 -0.24 -0.029
N 10.74601 14.85424 17.96005 -0.19 -0.06 0.53 -0.078
O 10.07604 15.53713 19.02224 -0.87 0.03 -0.50 -0.027
H 12.06799 16.92117 17.79079 0.05 -0.14 -0.23 0.076
H 11.55357 17.51987 16.16761 -0.04 -0.15 0.45 0.093
H 10.51102 17.66579 17.57391 -0.42 0.40 0.34 0.064
H 9.06058 16.76642 15.52088 0.74 -0.52 0.28 0.105
H 8.60463 15.15725 16.01813 -0.45 -0.92 -0.49 0.041
H 8.72772 16.42131 17.18095 -0.38 -0.09 0.00 0.091
H 11.30853 15.61972 14.81349 0.07 -0.19 -0.30 0.075
H 12.45604 15.09787 16.05437 0.31 -0.01 -0.21 0.126
H 10.11030 13.29962 15.12150 0.71 0.59 0.02 0.122
H 11.88113 13.23954 14.79371 -0.35 -0.50 -0.05 0.114
H 12.33320 12.91604 17.17269 0.24 0.25 0.26 0.103
H 11.10916 11.70821 16.80879 0.08 1.33 -0.35 0.139
H 8.47183 13.41220 16.57842 0.42 0.22 0.19 0.056
H 8.14856 13.58876 18.28453 -0.40 0.95 0.79 0.070
H 8.61737 12.10375 17.65893 0.36 -0.04 0.07 0.084
H 9.94531 13.38906 20.01560 0.16 -0.79 -0.06 0.093
H 11.64193 12.97258 19.61210 -0.48 -0.04 -0.17 0.057
H 10.39232 11.75499 19.25256 -0.20 0.33 0.36 0.094
H 10.62097 15.39408 19.79026 0.58 0.01 0.33 0.057
C 15.58513 12.57097 9.63012 -0.78 -1.12 -0.07 -0.035
C 16.69733 13.00832 10.55376 -0.94 0.98 0.24 -0.545
C 16.11060 12.94973 11.93976 -0.29 -0.22 1.66 -0.028
C 17.93484 12.20251 10.36122 1.51 -1.50 -0.02 -0.138
C 19.25057 12.74736 10.99593 -1.30 1.56 0.70 -0.142
C 19.43820 14.27780 10.59739 -0.90 -0.44 0.39 -0.078
C 18.10128 15.14708 10.76501 1.03 -1.13 -0.18 -0.487
C 17.83646 15.55941 12.22356 -0.12 -0.49 0.48 -0.019
C 18.20388 16.39526 9.91926 1.24 0.94 0.52 -0.035
N 17.01049 14.38792 10.16330 0.65 -0.38 -0.41 -0.086
O 15.84964 15.15549 10.31434 -0.74 0.22 0.07 -0.072
H 14.60549 13.04136 9.78270 0.46 0.18 0.22 0.084
H 15.83923 12.66553 8.60245 0.41 0.39 -1.00 0.077
H 15.41030 11.50548 9.76091 0.01 -0.26 0.21 0.090
H 15.63384 12.00728 12.20256 -0.07 -0.41 -0.56 0.090
H 16.84480 13.03922 12.75274 -0.20 0.42 -0.29 0.063
H 15.29241 13.68834 12.01986 0.60 -0.08 0.23 0.090
H 17.79349 11.16669 10.74520 -0.17 0.60 -0.08 0.133
H 18.12544 12.04288 9.28490 -0.14 0.35 0.22 0.126
H 19.26583 12.59460 12.11088 -0.15 0.27 -0.96 0.109
H 20.03527 12.14465 10.58984 0.73 -0.18 -0.15 0.088
H 19.81232 14.27224 9.55048 -0.49 0.35 0.50 0.119
H 20.16445 14.82490 11.21678 0.10 -0.51 -0.15 0.110
H 17.77866 14.69056 12.90731 0.16 0.54 -0.43 0.057
H 16.88802 16.11605 12.31452 0.45 -0.23 -0.16 0.067
H 18.61607 16.21873 12.60485 0.13 -0.03 -0.16 0.068
H 18.11702 16.20351 8.86480 0.03 -0.32 -0.48 0.085
H 19.17716 16.89831 10.09539 -0.42 -0.23 -0.08 0.100
H 17.44266 17.10580 10.20063 -0.33 0.31 0.09 0.067
H 15.73820 15.52878 9.44681 -0.39 0.35 -0.51 0.117
C 15.52303 22.85153 16.60547 0.44 0.36 -0.57 -0.113
O 15.12445 24.11649 17.12915 -0.50 -1.45 0.71 -0.183
C 14.22429 23.90770 18.26437 1.99 0.10 -1.11 -0.191
C 13.54186 25.18040 18.49688 -1.85 1.39 0.94 -0.461
C 14.44889 26.34091 18.81129 0.15 1.24 -0.93 -0.055
N 12.82415 24.98990 19.75124 0.08 0.02 1.18 0.030
H 14.65384 22.35207 16.15916 0.09 -0.23 0.24 0.066
H 16.04723 22.18530 17.32220 -0.45 0.38 -0.02 0.072
H 16.23788 23.02446 15.78704 -0.22 0.16 0.24 0.083
H 13.48633 23.12045 18.06650 0.31 -0.13 -0.02 0.120
H 14.83704 23.72852 19.17124 -0.31 -0.46 -0.41 0.121
H 12.76435 25.40781 17.76763 0.54 0.06 -0.83 0.131
H 15.00372 26.05295 19.67404 0.64 -0.05 0.78 0.059
H 13.90598 27.27614 19.03770 -0.23 -0.56 0.16 0.087
H 15.14019 26.68552 18.04586 0.11 -0.59 -0.31 0.082
H 12.62486 25.88609 20.17680 -0.32 -0.23 0.01 0.070
H 11.99853 24.42582 19.68422 -0.39 -0.04 -0.13 0.063
C 15.55862 16.53997 14.90902 -0.64 1.00 1.05 -0.075
O 15.92223 16.71392 16.28258 0.41 -0.75 -0.94 -0.209
C 15.30507 17.82416 16.87325 1.08 1.41 -0.72 -0.182
C 16.09320 18.10364 18.17326 -1.46 0.04 -0.80 -0.464
C 15.48991 19.24653 18.92372 0.70 1.37 0.28 -0.050
N 17.44054 18.36010 17.82828 1.42 -0.83 -1.44 0.084
H 14.52594 16.25467 14.87203 -0.79 -0.49 -0.17 0.070
H 16.15079 15.81667 14.39332 0.59 -0.52 0.09 0.060
H 15.58401 17.48857 14.37973 0.47 0.21 -0.11 0.058
H 15.39855 18.70066 16.10920 -0.28 -0.96 1.44 0.149
H 14.26065 17.63180 17.09499 -0.42 -0.02 -0.02 0.107
H 15.95334 17.21119 18.77772 0.05 -0.44 0.27 0.109
H 14.45263 19.04326 19.11707 -0.54 -0.02 0.45 0.070
H 15.55001 20.21051 18.36949 -0.01 -0.65 0.07 0.071
H 16.06532 19.42540 19.85783 -0.55 -0.21 -0.29 0.079
H 17.78223 17.53356 17.30073 -0.15 0.81 0.40 0.078
H 18.05913 18.46552 18.60962 0.18 0.02 0.68 0.054